(1)
DFT (ωB97M-V/def2-TZVPD) results for a molecular structure, C22H24N2O2Pm.

Results
Largest force on an atom   3.3 eV/Å
2S+1   5
Total charge   -1
E   -46833.317 eV
Orbital gap (alpha / beta)   5.41 / 5.82 eV

CARTESIAN COORDINATES (ANGSTROEM)
C  0.705  3.618  -2.948
C  -0.216  4.268  -2.068
C  -1.374  3.429  -1.944
C  -1.158  2.264  -2.744
C  0.108  2.395  -3.391
Pm  0.715  2.163  -0.734
N  2.615  1.890  -1.511
C  2.191  3.334  1.137
C  1.043  4.058  1.073
H  -2.278  3.670  -1.382
H  -0.062  5.229  -1.571
H  -1.840  1.424  -2.848
H  0.537  1.694  -4.116
H  1.700  3.987  -3.212
H  0.936  4.993  0.505
H  3.081  3.509  0.514
H  3.397  1.415  -1.991
H  0.211  3.817  1.759
H  2.309  2.566  1.921
C  -3.403  -0.618  2.381
C  -1.906  -0.526  2.423
C  -1.333  0.573  3.063
C  0.059  0.715  3.139
C  0.865  -0.266  2.583
C  0.294  -1.303  1.832
N  1.193  -2.125  1.173
C  1.078  -2.793  -0.044
C  1.757  -4.012  -0.157
C  1.572  -4.849  -1.254
C  0.737  -4.445  -2.309
C  0.135  -3.185  -2.259
C  0.326  -2.346  -1.159
C  -0.226  -0.962  -1.268
O  -1.258  -0.780  -1.947
O  0.485  -0.023  -0.689
C  -1.098  -1.504  1.822
C  -1.748  -2.707  1.231
H  -3.768  -0.612  1.348
H  -3.778  -1.524  2.868
H  -3.822  0.246  2.900
H  -1.991  1.318  3.525
H  0.503  1.588  3.619
H  1.951  -0.225  2.657
H  2.095  -2.228  1.629
H  2.397  -4.306  0.677
H  2.053  -5.830  -1.266
H  0.538  -5.100  -3.161
H  -0.499  -2.814  -3.067
H  -2.268  -2.461  0.292
H  -1.050  -3.524  1.043
H  -2.510  -3.092  1.924

***

(2)
DFT (ωB97M-V/def2-TZVPD) results for a molecular structure, C47H47ClIIrN7O2P3SSe2.

Results
Largest force on an atom   1.8 eV/Å
Total charge   0
E   -256886.263 eV
Orbital gap (alpha / beta)   6.06 / 6.53 eV

CARTESIAN COORDINATES (ANGSTROEM)
Ir  -0.190  -0.740  1.519
Se  -1.103  5.095  -2.286
P  -0.899  3.157  -3.082
C  -2.240  2.684  -4.220
C  -3.187  3.629  -4.593
C  -4.162  3.297  -5.523
C  -4.183  2.024  -6.075
C  -3.232  1.082  -5.705
C  -2.259  1.406  -4.774
C  0.593  3.102  -4.111
C  1.825  3.251  -3.480
C  2.974  3.383  -4.237
C  2.899  3.383  -5.624
C  1.670  3.256  -6.252
C  0.512  3.123  -5.499
C  -0.684  1.784  -1.929
C  -1.205  1.376  -0.689
N  -0.535  0.229  -0.390
N  0.327  -0.034  -1.347
N  0.261  0.876  -2.267
P  -2.635  1.721  0.334
Se  -2.329  0.939  2.282
C  -2.959  3.480  0.511
C  -1.950  4.214  1.133
C  -2.155  5.551  1.414
C  -3.363  6.149  1.082
C  -4.374  5.408  0.490
C  -4.181  4.065  0.209
C  -3.969  0.871  -0.554
C  -4.391  -0.380  -0.118
C  -5.368  -1.057  -0.833
C  -5.919  -0.486  -1.971
C  -5.485  0.757  -2.412
C  -4.501  1.433  -1.711
H  -3.148  4.617  -4.150
H  -4.893  4.036  -5.824
H  -4.944  1.763  -6.801
H  -3.244  0.097  -6.153
H  -1.505  0.685  -4.479
H  1.870  3.270  -2.398
H  3.929  3.504  -3.741
H  3.798  3.492  -6.216
H  1.602  3.274  -7.332
H  -0.447  3.041  -5.992
H  -1.007  3.739  1.380
H  -1.373  6.127  1.890
H  -3.519  7.200  1.288
H  -5.324  5.871  0.254
H  -4.972  3.484  -0.246
H  -3.953  -0.820  0.772
H  -5.705  -2.027  -0.495
H  -6.690  -1.011  -2.520
H  -5.914  1.202  -3.299
H  -4.144  2.391  -2.058
Cl  4.912  -1.129  6.415
C  3.735  -0.578  5.260
C  3.719  0.745  4.894
C  2.776  1.209  3.979
I  2.749  3.213  3.375
C  1.786  0.390  3.428
O  0.850  0.818  2.666
C  1.861  -0.998  3.778
N  0.989  -1.820  3.150
C  1.008  -3.106  3.394
C  1.885  -3.676  4.328
C  2.790  -2.874  4.969
C  2.821  -1.491  4.695
H  4.440  1.427  5.322
H  0.300  -3.719  2.850
H  1.843  -4.736  4.531
H  3.500  -3.284  5.675
S  -1.913  -2.410  2.278
C  -1.881  -2.403  4.038
C  -1.722  -1.251  4.809
C  -1.835  -1.306  6.189
C  -2.061  -2.516  6.829
C  -2.150  -3.675  6.074
C  -2.072  -3.622  4.691
H  -1.510  -0.305  4.336
H  -1.754  -0.387  6.756
H  -2.175  -2.551  7.905
H  -2.291  -4.631  6.562
H  -2.169  -4.527  4.103
C  4.059  -4.438  1.279
N  3.776  -3.026  1.186
C  4.695  -2.162  1.918
P  2.840  -2.273  0.028
O  2.008  -1.208  0.649
N  3.940  -1.598  -1.014
C  5.153  -2.266  -1.440
C  3.484  -0.558  -1.931
N  1.973  -3.457  -0.758
C  2.588  -4.411  -1.659
C  0.558  -3.693  -0.568
H  4.061  -4.738  2.331
H  5.036  -4.708  0.855
H  3.286  -5.010  0.770
H  4.747  -2.479  2.963
H  4.325  -1.138  1.880
H  5.710  -2.193  1.504
H  5.384  -3.100  -0.778
H  5.986  -1.558  -1.417
H  5.065  -2.646  -2.465
H  2.520  -0.180  -1.607
H  3.370  -0.949  -2.948
H  4.212  0.257  -1.949
H  3.652  -4.206  -1.764
H  2.125  -4.352  -2.649
H  2.463  -5.437  -1.294
H  0.113  -2.861  -0.037
H  0.369  -4.612  -0.002
H  0.055  -3.772  -1.536

***

(3)
DFT (ωB97M-V/def2-TZVPD) results for C5H10O in the gas phase.

Results
Largest force on an atom   0.5 eV/Å
Total charge   0
E   -7389.058 eV
Orbital gap   7.38 eV

CARTESIAN COORDINATES (ANGSTROEM)
C  1.173  -0.163  -0.673
C  0.722  1.114  0.485
C  -0.050  0.134  1.381
O  -1.068  0.641  1.984
C  -0.286  -0.759  0.113
C  -1.536  -0.422  -0.658
H  2.028  -0.702  -0.269
H  1.536  0.721  -1.234
H  0.793  -0.687  -1.566
H  1.645  1.608  0.800
H  0.053  1.784  -0.056
H  0.724  -0.413  1.991
H  -0.107  -1.840  0.159
H  -1.637  0.651  -0.835
H  -2.373  -0.704  -0.013
H  -1.618  -0.962  -1.608

***

(4)
DFT (ωB97M-V/def2-TZVPD) results for a molecular structure, C13H11BrClMoNO2.

Results
Largest force on an atom   7.8 eV/Å
2S+1   3
Total charge   +2
E   -103644.632 eV
Orbital gap (alpha / beta)   4.93 / 5.04 eV

CARTESIAN COORDINATES (ANGSTROEM)
Cl  2.293  -1.077  -3.405
C  0.648  1.967  -0.217
C  -0.812  1.937  -0.249
C  -1.191  1.614  -1.589
H  -1.431  2.290  0.535
C  -0.028  1.442  -2.402
C  1.098  1.663  -1.547
H  2.122  1.577  -1.835
H  1.204  2.355  0.597
H  -2.203  1.541  -1.910
C  0.004  1.046  -3.821
Mo  -0.024  -0.037  -0.685
C  -1.593  -1.307  -1.098
O  -2.424  -2.131  -1.009
C  1.666  -1.345  -1.063
O  2.412  -2.182  -0.799
H  -0.902  0.500  -4.141
H  0.907  0.435  -4.044
H  0.075  2.018  -4.332
Br  -0.302  1.131  5.128
C  -0.221  -0.177  3.795
C  -0.198  -1.527  4.075
C  -0.139  -2.475  3.038
C  -0.101  -2.011  1.702
N  -0.119  -0.686  1.449
C  -0.175  0.225  2.449
H  -0.228  -1.871  5.136
H  -0.114  -3.540  3.165
H  -0.042  -2.655  0.844
H  -0.182  1.282  2.229

***

(5)
DFT (ωB97M-V/def2-TZVPD) results for 2 unconnected molecules or ions with the total composition C2H3F3IN.

Results
Largest force on an atom   5.0 eV/Å
Total charge   0
E   -19863.361 eV
Orbital gap   8.86 eV

CARTESIAN COORDINATES (ANGSTROEM)
C  -0.305  0.896  0.039
C  1.062  1.654  -1.673
N  0.525  1.009  1.172
F  0.525  1.340  -2.882
F  1.379  3.008  -1.614
F  2.323  0.937  -1.507
I  -2.019  2.091  -0.010
H  -0.440  -0.064  -0.299
H  0.517  1.784  1.770
H  1.417  0.574  1.035

***

(6)
DFT (ωB97M-V/def2-TZVPD) results for C8H16BN in the gas phase.

Results
Largest force on an atom   4.4 eV/Å
Total charge   0
E   -10719.875 eV
Structure (SMILES)   C=C[C@H](/B=N/C(C)C)CC
Orbital gap   10.24 eV

CARTESIAN COORDINATES (ANGSTROEM)
B  -0.002  -0.683  0.133
C  -1.310  -1.372  -0.012
C  -2.419  -0.750  0.740
C  -2.345  0.262  1.619
C  -1.936  -0.172  -2.249
C  3.016  0.164  1.667
C  2.303  1.968  -0.036
C  -1.740  -1.566  -1.565
C  2.426  0.433  0.257
N  1.146  -0.232  0.301
H  -1.126  -2.289  0.392
H  -3.478  -1.116  0.775
H  -3.119  0.564  2.257
H  -1.376  0.872  1.511
H  -2.855  0.364  -1.992
H  -1.221  0.448  -1.936
H  -1.991  -0.178  -3.300
H  3.614  0.990  1.947
H  2.247  0.163  2.338
H  3.690  -0.574  1.706
H  2.895  2.353  -0.806
H  2.763  2.477  0.763
H  1.275  2.221  -0.225
H  -2.687  -2.130  -1.654
H  -0.907  -2.098  -2.174
H  3.139  -0.120  -0.457